--- P ---
13
Properties=species:S:1:pos:R:3 method="wB97M-V/def2-TZVPD" e_homo_ev=-8.9877 gap_ev=10.14
C -2.01 -0.08 0.22
C -0.87 -0.43 -0.34
C 0.48 0.12 -0.14
C 0.67 1.43 -0.05
C 1.53 -0.90 0.16
H -2.89 -0.66 0.08
H -2.05 0.78 0.91
H -0.83 -1.38 -0.87
H 1.71 1.76 0.01
H -0.08 2.19 -0.20
H 2.49 -0.35 0.29
H 1.25 -1.40 1.13
H 1.59 -1.72 -0.52

=====

--- Q ---
13
Properties=species:S:1:pos:R:3 method="wB97M-V/def2-TZVPD" e_homo_ev=-9.2918 gap_ev=10.43
C 0.46 -1.31 -0.08
C 1.34 -0.36 -0.17
C 0.69 1.00 0.18
C -0.81 0.73 -0.29
C -1.00 -0.78 0.12
H 0.74 -2.35 -0.01
H 2.46 -0.39 -0.35
H 1.20 2.00 -0.29
H 0.66 1.23 1.40
H -0.85 0.89 -1.54
H -1.66 1.45 0.25
H -1.95 -1.27 -0.52
H -1.27 -0.83 1.29

=====

--- R ---
13
Properties=species:S:1:pos:R:3 method="wB97M-V/def2-TZVPD" e_homo_ev=-8.9825 gap_ev=9.96
C -2.22 1.13 0.54
C -1.38 0.32 0.95
C -0.10 -0.27 1.01
C 0.47 -0.77 -0.35
C 1.20 0.35 -1.07
H -3.21 0.90 0.23
H 0.28 -0.79 1.88
H -0.12 0.84 1.51
H -0.35 -1.14 -1.00
H 1.14 -1.63 -0.21
H 0.52 1.19 -1.21
H 2.05 0.68 -0.47
H 1.57 0.03 -2.06

=====

--- S ---
13
Properties=species:S:1:pos:R:3 method="wB97M-V/def2-TZVPD" e_homo_ev="-8.2273 / -7.9318" gap_ev="7.69 / 7.46"
C 0.07 -1.33 0.80
C -1.79 0.57 -0.17
C -0.71 1.20 -0.84
C 0.56 0.77 -0.64
C 1.07 -0.38 0.17
H 0.58 -2.16 1.29
H -0.56 -0.83 1.53
H -0.59 -1.72 0.03
H -2.61 1.31 -0.08
H -0.85 2.09 -1.46
H 1.36 1.37 -1.08
H 1.74 -0.94 -0.49
H 1.73 0.04 0.94

=====

P takes first place; second place is 105.7 kJ/mol up.

=====

--- P ---
2
Properties=species:S:1:pos:R:3 method="wB97M-V/def2-TZVPD" e_homo_ev=-11.3645 gap_ev=7.75
O 0.00 0.00 0.70
O 0.00 0.00 -0.70

=====

--- Q ---
2
Properties=species:S:1:pos:R:3 method="wB97M-V/def2-TZVPD" e_homo_ev=-10.9723 gap_ev=7.80
O 0.33 0.57 0.06
O -0.33 -0.57 -0.06

=====

Q takes first place; second place is 51.6 kJ/mol up.

=====

--- P ---
2
Properties=species:S:1:pos:R:3 method="wB97M-V/def2-TZVPD" e_homo_ev=-12.8938 gap_ev=7.37
O 0.00 0.00 0.92
O 0.00 0.00 -0.92

=====

--- Q ---
2
Properties=species:S:1:pos:R:3 method="wB97M-V/def2-TZVPD" e_homo_ev=-12.2066 gap_ev=7.60
O 0.00 0.00 0.79
O 0.00 0.00 -0.79

=====

--- R ---
2
Properties=species:S:1:pos:R:3 method="wB97M-V/def2-TZVPD" e_homo_ev=-12.2831 gap_ev=7.58
O -0.35 -0.17 0.70
O 0.35 0.17 -0.70

=====

Q takes first place; second place is 21.9 kJ/mol up.

=====

--- P ---
11
Properties=species:S:1:pos:R:3 method="wB97M-V/def2-TZVPD" e_homo_ev="-8.3827 / -8.3814" gap_ev="7.11 / 7.10"
C -1.06 0.49 -0.17
C -1.73 -0.46 0.55
C 1.08 -0.74 0.30
N 0.90 1.36 -0.53
N 0.28 0.40 -0.01
Br -3.71 -0.55 -0.12
H -1.52 1.41 -0.74
H 2.08 -0.45 0.28
H 0.84 -1.20 1.31
H 0.87 -1.52 -0.41
H 1.98 1.27 -0.47

=====

--- Q ---
11
Properties=species:S:1:pos:R:3 method="wB97M-V/def2-TZVPD" e_homo_ev=-8.3959 gap_ev=9.20
N 1.61 0.48 0.60
C 0.70 0.87 -0.31
C -0.11 0.15 -1.05
Br -1.14 1.02 -2.40
H 1.79 -0.49 0.83
H 2.29 1.08 1.01
H 0.50 1.97 -0.42
H -0.02 -0.91 -1.18
C -1.83 -1.38 0.92
N -1.47 -2.35 1.36
H -2.31 -0.45 0.63

=====

--- R ---
11
Properties=species:S:1:pos:R:3 method="wB97M-V/def2-TZVPD" e_homo_ev=-10.0648 gap_ev=10.44
C 0.18 -1.25 -0.20
C -0.15 1.21 -0.22
C 0.61 0.04 0.35
N -0.76 -1.79 0.42
N -0.52 2.16 0.55
Br 2.48 0.04 -0.22
H 0.64 -1.59 -1.19
H -0.69 0.83 -1.19
H 0.58 0.13 1.48
H -1.13 -2.60 -0.05
H -1.24 2.84 0.27

=====

Q takes first place; second place is 16.9 kJ/mol up.

=====

--- P ---
8
Properties=species:S:1:pos:R:3 method="wB97M-V/def2-TZVPD" e_homo_ev=-10.2230 gap_ev=11.12
C -0.86 -0.07 0.57
C 0.67 0.09 -0.56
O -0.06 -0.98 -0.17
O -0.13 0.99 0.01
Br 2.45 0.07 0.13
H -1.77 -0.02 0.07
H -1.01 -0.18 1.67
H 0.71 0.09 -1.73

=====

--- Q ---
8
Properties=species:S:1:pos:R:3 method="wB97M-V/def2-TZVPD" e_homo_ev=-10.4349 gap_ev=11.11
C -0.14 0.34 0.66
C 0.21 -0.28 -0.72
O -0.46 -0.57 1.60
O 0.72 0.20 1.68
Br 0.64 1.14 -1.94
H -0.87 1.18 0.61
H -0.83 -0.87 -1.45
H 0.72 -1.15 -0.45

=====

P takes first place; second place is 307.8 kJ/mol up.

=====

--- P ---
9
Properties=species:S:1:pos:R:3 method="wB97M-V/def2-TZVPD" e_homo_ev="-8.1316 / -8.2971" gap_ev="8.36 / 9.10"
C -0.84 -1.39 -0.20
N 0.75 1.47 0.00
N 1.26 0.21 -0.20
Br -1.87 -0.08 0.64
H -0.78 -1.15 -1.27
H -0.85 -2.36 0.34
H 0.36 1.75 -0.92
H 0.25 1.56 0.87
H 1.73 -0.02 0.74

=====

--- Q ---
9
Properties=species:S:1:pos:R:3 method="wB97M-V/def2-TZVPD" e_homo_ev="-7.9491 / -8.0578" gap_ev="8.35 / 8.88"
C 0.07 1.32 -0.63
N -0.05 -1.39 0.78
N 0.76 -0.89 -0.15
Br -1.07 1.92 0.78
H 1.13 1.22 -0.35
H -0.34 1.58 -1.59
H 0.13 -0.86 1.63
H -0.99 -1.57 0.48
H 0.35 -1.32 -0.94

=====

Q takes first place; second place is 11.5 kJ/mol up.

=====

--- P ---
15
Properties=species:S:1:pos:R:3 method="wB97M-V/def2-TZVPD" e_homo_ev=-9.4778 gap_ev=9.50
H 0.80 -1.99 -0.98
N -0.14 -1.87 -0.52
C -0.11 -0.79 0.10
C -1.42 -0.10 0.43
C -2.52 -0.63 0.03
N 1.11 -0.05 0.30
S 2.70 -0.72 -0.04
C 1.11 1.25 -0.11
N 0.04 1.93 -0.46
H 0.38 2.82 -0.50
H -1.53 0.79 0.99
H -3.58 -0.23 0.15
H -2.25 -1.60 -0.66
H 3.35 -0.66 1.40
H 2.06 1.86 -0.15

=====

--- Q ---
15
Properties=species:S:1:pos:R:3 method="wB97M-V/def2-TZVPD" e_homo_ev=-8.1939 gap_ev=8.55
C -1.67 1.79 0.23
C -0.69 0.90 0.03
N -1.20 -0.39 -0.23
C -0.66 -1.67 -0.24
N 0.45 -2.02 0.10
C 1.44 -1.21 0.55
N 1.83 -0.49 -0.52
S 3.08 0.66 0.03
H -2.68 1.24 0.48
H -1.94 3.07 0.13
H 0.31 1.00 -0.35
H -2.22 -0.34 -0.47
H -1.27 -2.51 -0.24
H 1.98 -1.47 1.50
H 3.26 1.46 -1.01

=====

P takes first place; second place is 95.4 kJ/mol up.

=====

--- P ---
79
Properties=species:S:1:pos:R:3 method="wB97M-V/def2-TZVPD" s2=2.010 e_homo_ev="-10.3193 / -11.6272" multiplicity=3 gap_ev="4.83 / 6.14" total_charge=+2
Ti 0.36 0.05 -0.37
C -1.39 -2.70 -0.04
N -1.71 -1.27 -0.15
C -2.68 -0.91 -1.20
C -2.03 -0.16 -2.33
N -0.77 0.17 -2.30
C -0.53 0.83 -3.52
C 0.64 1.39 -4.02
C 0.57 1.96 -5.27
C -0.62 1.98 -6.01
C -1.79 1.43 -5.52
C -1.71 0.85 -4.26
N -2.66 0.21 -3.46
C 0.00 -2.99 -0.54
N 0.83 -2.04 -0.87
C 1.96 -2.70 -1.39
C 3.14 -2.18 -1.93
C 4.06 -3.08 -2.41
C 3.85 -4.47 -2.34
C 2.69 -5.00 -1.81
C 1.76 -4.07 -1.34
N 0.49 -4.24 -0.77
H -2.10 -3.29 -0.63
H -1.50 -3.03 0.99
H -1.96 -0.88 0.74
H -3.48 -0.31 -0.76
H -3.16 -1.81 -1.59
H 1.56 1.39 -3.45
H 1.46 2.41 -5.69
H -0.62 2.44 -6.99
H -2.70 1.44 -6.10
H -3.62 0.03 -3.70
H 3.30 -1.11 -1.99
H 4.98 -2.71 -2.85
H 4.60 -5.13 -2.73
H 2.52 -6.06 -1.77
H 0.00 -5.10 -0.63
Cl 1.59 4.61 -2.08
C 2.64 3.43 -1.39
C 4.03 3.65 -1.42
C 4.90 2.75 -0.88
Cl 6.61 3.05 -0.95
C 4.42 1.57 -0.27
C 5.23 0.59 0.35
C 4.64 -0.49 0.92
C 3.24 -0.64 0.85
N 2.44 0.24 0.29
C 3.03 1.36 -0.24
C 2.12 2.29 -0.82
O 0.85 1.97 -0.78
H 4.41 4.56 -1.89
H 6.31 0.72 0.36
H 5.23 -1.27 1.40
H 2.78 -1.54 1.24
N -3.18 0.89 5.08
C -2.99 0.20 3.71
C -3.04 1.27 2.62
C -1.73 2.04 2.38
N -1.31 1.88 0.98
C -0.61 1.59 3.31
C -0.40 0.09 3.48
N 0.30 -0.49 2.30
C -1.72 -0.65 3.75
H -4.05 1.42 5.11
H -2.42 1.53 5.30
H -3.21 0.20 5.84
H -3.87 -0.44 3.65
H -3.87 1.95 2.83
H -3.34 0.75 1.70
H -1.91 3.10 2.59
H -0.44 2.38 0.81
H -1.96 2.32 0.35
H -0.79 2.02 4.31
H 0.33 2.07 3.02
H 0.24 -0.04 4.35
H 0.62 -1.42 2.53
H 1.16 0.04 2.18
H -1.68 -1.18 4.71
H -1.87 -1.45 3.01

=====

--- Q ---
79
Properties=species:S:1:pos:R:3 method="wB97M-V/def2-TZVPD" s2=2.013 e_homo_ev="-10.9949 / -12.6932" multiplicity=3 gap_ev="5.86 / 7.45" total_charge=+2
Ti -0.26 -0.17 0.30
C -0.90 -1.68 3.14
N -1.11 -0.36 2.52
C -0.43 0.73 3.24
C 1.03 0.66 2.91
N 1.50 -0.05 1.91
C 2.89 0.15 1.95
C 3.90 -0.41 1.18
C 5.20 -0.05 1.46
C 5.50 0.84 2.50
C 4.51 1.38 3.30
C 3.21 1.01 3.00
N 1.99 1.31 3.60
C -0.48 -2.70 2.13
N -0.15 -2.42 0.89
C 0.29 -3.64 0.35
C 0.83 -3.94 -0.90
C 1.20 -5.25 -1.15
C 1.03 -6.25 -0.18
C 0.52 -5.96 1.07
C 0.17 -4.64 1.31
N -0.33 -4.00 2.44
H -0.09 -1.61 3.88
H -1.79 -2.01 3.68
H -2.10 -0.16 2.49
H -0.82 1.68 2.87
H -0.59 0.70 4.32
H 3.69 -1.15 0.41
H 6.01 -0.47 0.88
H 6.53 1.10 2.69
H 4.74 2.05 4.12
H 1.85 1.90 4.41
H 1.01 -3.18 -1.65
H 1.62 -5.51 -2.11
H 1.33 -7.27 -0.41
H 0.42 -6.73 1.83
H -0.53 -4.43 3.33
Cl 0.58 4.89 0.16
C -0.96 4.10 0.13
C -2.13 4.87 -0.02
C -3.36 4.28 -0.09
Cl -4.78 5.25 -0.27
C -3.48 2.87 -0.02
C -4.70 2.15 -0.08
C -4.70 0.79 -0.01
C -3.46 0.12 0.09
N -2.30 0.74 0.15
C -2.30 2.11 0.13
C -0.99 2.71 0.22
O 0.03 1.94 0.35
H -2.04 5.94 -0.07
H -5.63 2.70 -0.16
H -5.61 0.22 -0.04
H -3.44 -0.97 0.13
N -1.37 2.98 -2.95
C -0.70 1.64 -2.70
C -1.33 0.54 -3.54
C -0.68 -0.79 -3.16
N -1.03 -1.17 -1.76
C 0.84 -0.71 -3.36
C 1.51 0.45 -2.62
N 1.56 0.17 -1.17
C 0.80 1.78 -2.90
H -2.38 2.91 -2.88
H -1.13 3.35 -3.87
H -1.06 3.65 -2.23
H -0.91 1.44 -1.67
H -1.17 0.72 -4.61
H -2.41 0.50 -3.37
H -1.07 -1.55 -3.85
H -0.76 -2.14 -1.63
H -2.05 -1.19 -1.70
H 1.03 -0.60 -4.43
H 1.31 -1.65 -3.06
H 2.53 0.55 -3.01
H 1.97 0.96 -0.68
H 2.20 -0.61 -1.02
H 1.01 2.07 -3.93
H 1.19 2.55 -2.23

=====

Q takes first place; second place is 176.2 kJ/mol up.

=====

--- P ---
26
Properties=species:S:1:pos:R:3 method="wB97M-V/def2-TZVPD" e_homo_ev=-6.2463 gap_ev=6.99
C 0.36 2.03 -0.99
C 0.67 1.06 1.42
N 0.95 0.85 -0.35
N 2.38 0.91 -0.52
H 2.79 0.14 -0.01
H 2.59 0.74 -1.51
H -0.72 2.00 -0.86
H 0.59 2.05 -2.06
H 0.76 2.94 -0.54
H -0.32 1.39 1.71
H 1.06 0.24 2.02
H 1.38 1.89 1.46
C -0.45 -2.03 1.44
C -2.14 -0.53 0.54
N -0.75 -0.88 0.63
C 0.23 -0.70 -0.89
C -0.37 -0.75 -2.11
H 0.96 -1.47 -0.67
H -0.83 -2.96 0.99
H -0.90 -1.94 2.45
H 0.63 -2.15 1.57
H -2.49 -0.55 -0.51
H -2.83 -1.18 1.10
H -2.30 0.49 0.91
H -1.07 0.00 -2.44
H -0.17 -1.58 -2.77

=====

--- Q ---
26
Properties=species:S:1:pos:R:3 method="wB97M-V/def2-TZVPD" e_homo_ev=-7.8574 gap_ev=8.68
C -2.56 0.22 0.13
C -2.10 -1.00 0.41
N -1.77 -1.40 1.70
N -2.02 -2.02 -0.53
H -2.89 0.47 -0.87
H -2.70 0.96 0.89
H -1.65 -0.65 2.36
H -1.07 -2.12 1.78
H -1.27 -2.68 -0.39
H -2.12 -1.71 -1.48
C 0.55 2.10 0.95
N 0.66 1.49 -0.36
C 1.20 0.14 -0.36
C 2.68 0.16 0.02
C 1.03 -0.45 -1.76
H 0.04 1.45 1.68
H -0.01 3.03 0.86
H 1.54 2.33 1.33
H -0.27 1.46 -0.78
H 0.66 -0.50 0.37
H 3.11 -0.83 -0.12
H 3.21 0.87 -0.60
H 2.82 0.44 1.07
H -0.02 -0.46 -2.04
H 1.57 0.16 -2.48
H 1.41 -1.47 -1.79

=====

--- R ---
26
Properties=species:S:1:pos:R:3 method="wB97M-V/def2-TZVPD" e_homo_ev=-6.8630 gap_ev=7.62
C -0.10 0.56 -0.46
C -0.53 -0.73 -0.03
C 2.59 -0.08 -0.77
C 1.95 0.12 1.51
C -3.03 0.58 0.42
C -0.35 -1.95 -0.91
N 1.62 -0.44 0.23
N -2.31 -0.32 -0.44
N -0.22 1.71 0.24
H -2.41 -0.04 -1.42
H 0.03 0.69 -1.53
H -0.66 -0.89 1.04
H -0.37 1.67 1.23
H -0.27 2.59 -0.25
H 2.71 1.01 -0.91
H 2.03 1.23 1.51
H 3.59 -0.47 -0.51
H 2.32 -0.54 -1.73
H 1.20 -0.16 2.26
H 2.92 -0.26 1.87
H -2.73 1.64 0.38
H -4.11 0.56 0.19
H -2.93 0.24 1.46
H -1.21 -2.60 -0.78
H 0.58 -2.45 -0.65
H -0.30 -1.66 -1.96

=====

Q takes first place; second place is 384.1 kJ/mol up.

=====

--- P ---
16
Properties=species:S:1:pos:R:3 method="wB97M-V/def2-TZVPD" e_homo_ev=-14.9537 gap_ev=8.96 total_charge=+1
C -1.37 -0.20 -1.38
C -0.35 0.16 -0.68
C 1.08 0.33 -1.10
C -0.41 0.72 0.71
C -0.35 -0.36 1.83
N -1.80 1.11 0.90
N -2.82 0.88 0.56
H -1.49 -0.72 -2.41
H -2.46 0.09 -0.99
H 1.09 -0.17 -2.15
H 1.64 -0.17 -0.33
H 1.19 1.42 -1.04
H 0.22 1.54 1.11
H -0.75 -0.25 2.84
H 0.62 -0.69 2.07
H -0.75 -1.29 1.52

=====

--- Q ---
16
Properties=species:S:1:pos:R:3 method="wB97M-V/def2-TZVPD" e_homo_ev=-14.1458 gap_ev=9.94 total_charge=+1
C 3.33 0.93 -0.23
N 2.26 0.39 0.20
C 1.08 -0.04 -0.10
N 0.02 0.59 -0.30
C -1.47 -0.15 -0.07
C -2.51 0.54 -0.50
C -1.32 -1.42 0.72
H 4.16 1.00 0.50
H 3.47 1.03 -1.26
H 1.11 -1.17 0.16
H -0.17 1.67 -0.17
H -2.50 1.49 -1.14
H -3.54 0.30 -0.44
H -2.32 -1.84 0.72
H -1.00 -1.21 1.75
H -0.61 -2.11 0.16

=====

Q takes first place; second place is 92.8 kJ/mol up.

=====

--- P ---
16
Properties=species:S:1:pos:R:3 method="wB97M-V/def2-TZVPD" e_homo_ev=-14.5536 gap_ev=9.88 total_charge=+1
C -2.57 0.54 -0.44
C -1.61 0.33 0.41
C -0.06 -0.60 0.11
C -0.02 -1.95 0.18
C 1.09 0.23 -0.08
N 2.27 -0.30 -0.15
N 0.97 1.56 -0.03
H -3.36 1.13 -0.11
H -2.55 0.50 -1.52
H -1.65 0.33 1.41
H 0.92 -2.53 0.11
H -0.73 -2.38 0.79
H 2.35 -1.27 0.03
H 3.12 0.32 -0.23
H 0.05 2.06 -0.05
H 1.80 2.03 -0.42

=====

--- Q ---
16
Properties=species:S:1:pos:R:3 method="wB97M-V/def2-TZVPD" e_homo_ev=-14.4536 gap_ev=11.38 total_charge=+1
C -2.09 -0.30 -0.61
C -1.31 -0.04 0.65
C 0.09 0.13 0.33
N 0.79 -0.82 -0.35
C 2.13 -0.46 -0.50
C 2.37 0.69 0.20
N 0.90 1.08 0.65
H -1.83 0.55 -1.20
H -3.07 -0.25 -0.30
H -1.80 -1.22 -1.02
H -1.26 -0.94 1.44
H -1.69 0.81 1.35
H 0.25 -1.46 -1.07
H 2.75 -1.09 -0.97
H 3.12 1.44 0.29
H 0.66 1.88 1.10

=====

--- R ---
16
Properties=species:S:1:pos:R:3 method="wB97M-V/def2-TZVPD" e_homo_ev=-15.2144 gap_ev=10.39 total_charge=+1
C -1.94 -0.54 -0.16
C -0.61 0.07 0.15
C -0.04 1.22 -0.82
N 1.40 1.16 -0.38
C 1.58 -0.11 -0.10
N 0.47 -0.85 0.10
C 1.64 -1.20 0.94
H -2.68 -0.57 0.71
H -1.81 -1.60 -0.26
H -2.44 -0.08 -1.08
H -0.57 0.60 1.16
H -0.11 0.91 -1.87
H -0.55 2.17 -0.67
H 2.00 1.86 -0.63
H 1.91 -2.18 0.85
H 1.77 -0.87 2.05

=====

--- S ---
16
Properties=species:S:1:pos:R:3 method="wB97M-V/def2-TZVPD" e_homo_ev=-13.2518 gap_ev=9.66 total_charge=+1
N -3.03 -0.41 -0.02
C -1.91 -0.03 0.44
N -0.85 0.05 -0.32
C 0.51 0.66 -0.06
C 1.81 -0.13 -0.54
C 2.73 -0.87 0.46
C 3.15 0.28 0.02
H -3.91 -0.43 0.58
H -3.05 -0.39 -1.04
H -1.75 0.55 1.32
H -0.99 -0.12 -1.33
H 0.63 1.62 -0.56
H 0.44 0.89 0.91
H 1.88 -0.22 -1.65
H 2.86 -1.98 0.78
H 3.83 1.10 0.18

=====

Q takes first place; second place is 158.6 kJ/mol up.